Entry 1:
The following is a quantum chemistry calculation of a molecular structure, C13H16Cl5N2ORuS4 at a distorted geometry, from the Open Molecules 2025 dataset.

CARTESIAN COORDINATES (ANGSTROEM)
Ru: -0.410644 0.127429 -0.401781
Cl: 1.832635 -6.399684 -1.624307
C: 1.645380 -4.845032 -1.028975
C: 0.859735 -3.896857 -1.767719
Cl: 0.161180 -4.323667 -3.250024
C: 0.700219 -2.638065 -1.254098
Cl: -0.192096 -1.432626 -2.129271
C: 1.253306 -2.227419 -0.008699
O: 1.039807 -1.071130 0.492679
C: 2.082313 -3.183306 0.685732
Cl: 2.805994 -2.692495 2.131377
C: 2.267513 -4.461877 0.183769
Cl: 3.238254 -5.573600 1.020877
C: 1.761924 3.465870 -0.172762
C: 0.941625 3.317316 1.108096
S: -0.225685 1.903295 1.281240
C: -1.894562 2.613604 1.008455
C: -2.179258 2.990734 -0.423394
S: -1.947029 1.566939 -1.560973
C: -0.941696 2.290230 -2.912894
C: 0.537215 2.496478 -2.567217
S: 0.874623 4.044096 -1.653755
H: 2.309346 2.553217 -0.406732
H: 2.496229 4.249320 0.019549
H: 0.354552 4.208773 1.327309
H: 1.638195 3.150323 1.932021
H: -1.993999 3.481720 1.661029
H: -2.573687 1.834279 1.354422
H: -1.520367 3.781140 -0.769379
H: -3.215524 3.319331 -0.524249
H: -1.435179 3.217789 -3.205510
H: -1.037849 1.587226 -3.742085
H: 1.109424 2.542879 -3.494107
H: 0.921669 1.652773 -1.983884
N: -1.708235 -3.298474 2.277225
C: -1.502235 -1.992364 2.256359
N: -0.834573 -1.398912 3.224229
S: -2.197135 -1.068271 0.955278
H: -1.464293 -3.853930 3.087975
H: -2.321319 -3.724017 1.598683
H: -0.519375 -1.913614 4.036881
H: -0.716399 -0.399421 3.238632

Cartesian forces (eV/Å) of the 2 atoms listed first:
Ru -0.6 0.3 1.3
Cl -0.1 0.4 0.1

Values from the calculation:
**HOMO-LUMO gap (alpha / beta)**: 6.3167 / 4.6357 eV
**Lowest unoccupied orbital energy (alpha / beta)**: -0.4002 / -0.4615 Eh
**HOMO level (alpha / beta)**: -17.207 / -17.194 eV
**Net charge**: +3
**2S+1**: 5

natural (NBO) atomic charge list, values in e, 8 entries: number 1, Ru, carries 0.7984; number 2, Cl, carries 0.3045; number 3, C, carries -0.0001; number 4, C, carries -0.0267; number 5, Cl, carries 0.2140; number 6, C, carries -0.1986; number 7, Cl, carries 0.2413; number 8, C, carries 0.4906



Entry 2:
The following is a quantum chemistry calculation of C21H17ClN6O2 in the gas phase at a distorted geometry, from the Open Molecules 2025 dataset.

CARTESIAN COORDINATES (ANGSTROEM)
O: -2.529711 -2.593914 -2.559220
C: -1.474283 -1.980137 -2.842681
C: -1.003214 -1.751979 -4.205030
C: -1.544149 -2.447840 -5.270288
C: -1.150689 -2.120164 -6.573357
C: -0.111603 -1.128500 -6.767808
N: 0.438770 -0.468153 -5.725337
C: 0.019265 -0.761038 -4.450849
C: 0.714094 -0.252277 -3.213339
N: 0.384022 -0.469363 -1.972252
N: -0.729896 -1.329655 -1.816426
C: -1.168898 -1.670912 -0.513736
C: -0.039442 -1.842660 0.477991
N: 0.214868 -1.156431 1.554647
C: 1.281347 -1.716405 2.105525
C: 2.144588 -1.270388 3.227327
C: 1.563876 -0.457306 4.411000
C: 0.422337 0.582693 4.225278
N: 0.882059 1.584339 3.257801
C: -0.110630 2.236059 2.439600
C: -1.215935 2.948972 2.938900
C: -2.097423 3.590439 2.139233
C: -1.901609 3.581812 0.747386
C: -0.957923 2.782854 0.213619
Cl: -0.952122 2.530933 -1.476848
C: -0.020333 2.149962 1.064396
C: 2.290490 1.386901 2.891725
C: 2.747456 0.132675 3.585193
N: 1.643135 -2.817388 1.528922
O: 0.783274 -2.904883 0.385151
H: -2.483221 -3.197789 -5.097225
H: -1.588424 -2.671800 -7.453324
H: 0.430744 -0.914469 -7.682898
H: 1.491977 0.460696 -3.470760
H: -1.801438 -0.799695 -0.255306
H: -1.747027 -2.531411 -0.362801
H: 2.834223 -2.037772 3.541033
H: 1.784392 -0.709378 5.384964
H: 0.350650 1.081594 5.195073
H: -0.553066 0.147417 3.842112
H: -1.407042 3.060225 4.068590
H: -2.924027 4.239517 2.654272
H: -2.672236 4.071124 0.127309
H: 0.850399 1.700917 0.558399
H: 2.808137 2.330422 3.258678
H: 2.353516 1.226251 1.843873
H: 3.750721 0.175905 4.041489

Cartesian forces (eV/Å) of the 2 atoms listed first:
O 2.4 1.0 -0.6
C -1.5 0.2 1.3

Values from the calculation:
**HOMO-LUMO gap**: 7.4244 eV
**Lowest unoccupied orbital energy**: -0.0164 Eh
**HOMO level**: -7.872 eV
**SMILES string**: O=c1c2cccnc2cnn1Cc1nc([C@@H]2[C@@H]3CN(c4cccc(Cl)c4)C[C@@H]32)no1

natural (NBO) atomic charge list, values in e, 8 entries: number 1, O, carries -0.6140; number 2, C, carries 0.6340; number 3, C, carries -0.1872; number 4, C, carries -0.1185; number 5, C, carries -0.2496; number 6, C, carries 0.0577; number 7, N, carries -0.4078; number 8, C, carries 0.1652